(1)
C11H10 in the gas phase at a distorted geometry, computed with the ωB97M-V functional and the def2-TZVPD basis.

Values from the calculation:
* ΔE to the lowest compared entry with this formula, charge and spin: 0.0 kcal/mol
* SMILES string: Cc1ccc2ccccc2c1
* gap between HOMO and LUMO: 9.10 eV
* molar mass: 142.2 g mol⁻¹
* HOMO: -8.24 eV
* largest force on an atom: 1.97 eV Å⁻¹
* DFT total energy: -11569.4661 eV

Atoms and positions in Å:
C -1.562 3.002 0.050
C -0.903 1.645 -0.166
C -1.214 0.908 -1.377
C -0.646 -0.296 -1.626
C 0.163 -0.927 -0.607
C 0.721 -2.192 -0.828
C 1.554 -2.774 0.099
C 1.817 -2.109 1.314
C 1.235 -0.922 1.583
C 0.435 -0.241 0.601
C -0.130 1.052 0.770
H -2.631 2.915 0.050
H -1.240 3.454 1.013
H -1.335 3.727 -0.739
H -1.908 1.369 -2.066
H -0.920 -0.829 -2.529
H 0.517 -2.728 -1.740
H 2.054 -3.709 -0.076
H 2.528 -2.482 2.026
H 1.344 -0.466 2.586
H 0.120 1.602 1.661

(2)
A molecular structure, C11H10AuBrN, computed with the ωB97M-V functional and the def2-TZVPD basis.

Values from the calculation:
* ⟨S²⟩: 2.05
* ΔE to the lowest compared entry with this formula, charge and spin: 0.0 kcal/mol
* multiplicity: 3
* gap between HOMO and LUMO (alpha / beta): 10.04 / 5.98 eV
* molar mass: 433.1 g mol⁻¹
* net charge: +3
* HOMO (alpha / beta): -21.22 / -21.18 eV
* largest force on an atom: 0.29 eV Å⁻¹
* DFT total energy: -86759.9971 eV

Atoms and positions in Å:
Au -0.498 0.127 0.363
C -1.189 3.576 -1.008
C -1.206 3.097 0.324
C -1.863 1.852 0.668
C -2.489 1.135 -0.349
C -2.408 1.621 -1.719
C -1.793 2.849 -2.010
H -0.703 4.522 -1.215
H -0.763 3.699 1.111
H -2.102 1.669 1.712
H -3.178 0.326 -0.129
H -2.866 1.032 -2.506
H -1.795 3.214 -3.030
Br 4.071 -4.733 1.057
C 2.834 -3.415 0.840
C 1.458 -3.722 0.919
C 0.559 -2.686 0.750
N 0.960 -1.420 0.516
C 2.274 -1.128 0.435
C 3.252 -2.090 0.592
H 1.108 -4.729 1.108
H -0.505 -2.869 0.805
H 2.542 -0.099 0.242
H 4.300 -1.825 0.525

(3)
A molecular structure, C11H10BF2IN4O5PmS at a distorted geometry, computed with the ωB97M-V functional and the def2-TZVPD basis.

Values from the calculation:
* ⟨S²⟩: 6.01
* multiplicity: 5
* gap between HOMO and LUMO (alpha / beta): 6.89 / 6.88 eV
* molar mass: 631.0 g mol⁻¹
* net charge: -1
* HOMO (alpha / beta): -5.67 / -5.67 eV
* largest force on an atom: 3.77 eV Å⁻¹
* DFT total energy: -69376.0245 eV

Atoms and positions in Å:
Pm 2.398 1.708 2.618
N 3.356 0.949 -0.267
C 4.200 2.157 -0.191
C 3.556 2.918 0.958
O 4.173 3.024 2.046
O 2.321 3.141 0.867
H 3.752 0.275 -0.909
H 2.455 1.216 -0.648
H 4.216 2.754 -1.108
H 5.213 1.879 0.086
I 0.449 3.214 4.223
O -2.545 -5.006 -1.549
S -3.780 -4.523 -2.136
O -4.970 -4.726 -1.327
O -3.929 -4.801 -3.551
C -3.633 -2.698 -2.061
N -4.446 -1.986 -2.842
C -4.320 -0.670 -2.791
C -3.369 -0.038 -2.001
C -2.589 -0.866 -1.204
N -2.740 -2.189 -1.226
C -1.520 -0.368 -0.314
C -1.409 0.967 0.067
C -0.355 1.358 0.867
N 0.580 0.509 1.317
C 0.452 -0.782 0.974
C -0.560 -1.257 0.171
H -5.010 -0.100 -3.405
H -3.237 1.035 -2.030
H -2.138 1.702 -0.243
H -0.239 2.397 1.152
H 1.215 -1.450 1.356
H -0.635 -2.305 -0.086
F 5.242 0.168 4.380
B 4.048 0.634 3.990
F 3.800 1.758 4.818

(4)
C11H10BrClNO3P in the gas phase at a distorted geometry, computed with the ωB97M-V functional and the def2-TZVPD basis.

Values from the calculation:
* SMILES string: C[C@@H](Br)Cc1ccc2c(c1P(O)Cl)C(=O)NC2=O
* gap between HOMO and LUMO: 8.47 eV
* molar mass: 350.5 g mol⁻¹
* HOMO: -9.03 eV
* largest force on an atom: 2.02 eV Å⁻¹
* DFT total energy: -111056.0123 eV

Atoms and positions in Å:
C -1.839 3.480 -0.069
C -1.599 2.058 -0.569
Br -0.013 2.151 -1.736
C -1.358 1.079 0.630
C -0.581 -0.142 0.152
C -1.195 -0.898 -0.817
C -0.544 -1.980 -1.331
C 0.696 -2.297 -0.887
C 1.301 -1.560 0.104
C 0.678 -0.464 0.645
P 1.574 0.471 1.970
O 0.436 0.745 3.138
Cl 1.900 2.395 1.205
C 2.667 -2.207 0.389
O 3.359 -2.162 1.366
N 2.954 -2.943 -0.843
C 1.649 -3.418 -1.293
O 1.404 -4.468 -1.817
H -1.854 4.140 -0.936
H -2.739 3.572 0.536
H -0.950 3.770 0.492
H -2.443 1.656 -1.122
H -0.828 1.600 1.421
H -2.315 0.699 0.992
H -2.181 -0.612 -1.151
H -1.003 -2.577 -2.109
H -0.245 0.062 3.122
H 3.069 -2.151 -1.484

- The highest largest force on an atom belongs to which entry?
  C11H10BF2IN4O5PmS

- Among the records above, which one has the highest DFT total energy?
  C11H10

- Which value of molar mass does entry 3 give?
  631.0 g mol⁻¹